(1)
137
Properties=species:S:1:pos:R:3:lowdin_charge:R:1 method="wB97M-V/def2-TZVPD" homo_ev=-2.0 charge=-1 e_lumo_ha=0.088 orbital_gap_ha=0.16371 molar_mass_g_mol=677.98 energy_ev=-55588.351 largest_force_ha_per_bohr=0.0323
C 4.61 3.18 -0.63 -0.0703
C 4.95 2.21 -1.78 -0.1435
C 3.99 1.03 -1.79 -0.4955
O 3.99 0.23 -0.89 0.0831
O 3.21 0.82 -2.86 0.0006
C 2.78 1.86 -3.77 -0.1690
C 1.25 1.96 -3.80 -0.2195
C 0.57 2.13 -2.46 -0.2663
N 0.60 0.87 -1.65 0.0214
B 0.90 3.36 -1.68 -0.6179
C 0.87 4.83 -2.35 -0.0625
O 1.24 3.38 -0.28 -0.0053
H 4.80 4.22 -0.91 0.0710
H 5.20 2.95 0.26 0.0678
H 3.55 3.10 -0.34 0.0587
H 4.93 2.74 -2.74 0.0879
H 5.94 1.77 -1.63 0.1138
H 3.17 1.57 -4.76 0.1168
H 3.18 2.84 -3.52 0.1082
H 1.03 2.88 -4.38 0.0977
H 0.86 1.12 -4.41 0.0935
H -0.30 0.64 -1.27 0.0304
H 0.95 0.08 -2.18 0.0362
H 0.20 5.48 -1.77 0.0386
H 1.85 5.32 -2.36 0.0373
H 0.48 4.78 -3.37 0.0310
H 0.64 2.82 0.22 0.0584
C -1.79 -2.09 -0.12 -0.0780
C -1.04 -3.27 0.48 -0.2751
N -0.09 -3.87 -0.43 -0.1993
C 0.43 -5.14 0.02 -0.2581
C 1.26 -5.16 1.32 -0.0897
C 0.89 -2.94 -1.00 -0.2326
C 1.77 -2.14 -0.03 -0.0765
H -2.26 -2.38 -1.06 0.0605
H -2.57 -1.77 0.57 0.0742
H -1.14 -1.24 -0.30 0.0513
H -1.76 -4.06 0.75 0.1125
H -0.58 -2.95 1.43 0.0984
H 1.02 -5.57 -0.79 0.1085
H -0.43 -5.81 0.16 0.1043
H 2.25 -4.73 1.17 0.0545
H 1.40 -6.19 1.65 0.0662
H 0.77 -4.62 2.12 0.0584
H 0.35 -2.23 -1.62 0.0936
H 1.52 -3.51 -1.69 0.1147
H 1.18 -1.72 0.79 0.0613
H 2.23 -1.30 -0.55 0.0466
H 2.57 -2.75 0.39 0.0569
C 1.06 -1.36 7.08 -0.0935
C 1.31 -0.60 5.78 -0.2770
N 2.71 -0.55 5.42 -0.1974
C 2.99 0.42 4.36 -0.2459
C 2.38 0.18 2.98 -0.0686
C 3.38 -1.83 5.30 -0.2480
C 2.81 -2.85 4.30 -0.0825
H 1.68 -0.96 7.88 0.0746
H 0.01 -1.26 7.37 0.0696
H 1.27 -2.42 6.98 0.0619
H 0.97 0.44 5.91 0.1118
H 0.67 -1.03 4.99 0.1019
H 4.08 0.50 4.26 0.1134
H 2.65 1.39 4.73 0.0854
H 2.88 -0.62 2.44 0.0537
H 2.49 1.08 2.36 0.0788
H 1.32 -0.05 3.03 0.0680
H 3.39 -2.29 6.29 0.0969
H 4.42 -1.63 5.05 0.1132
H 1.72 -2.93 4.37 0.0638
H 3.22 -3.84 4.50 0.0707
H 3.06 -2.60 3.27 0.0526
C -6.03 -2.87 -2.78 -0.0857
C -6.05 -4.32 -3.23 -0.2784
N -5.10 -4.60 -4.29 -0.2011
C -5.31 -5.88 -4.94 -0.2570
C -5.11 -7.15 -4.10 -0.0889
C -3.72 -4.24 -4.00 -0.2411
C -3.06 -4.86 -2.76 -0.0782
H -6.16 -2.20 -3.62 0.0776
H -6.84 -2.69 -2.07 0.0714
H -5.10 -2.61 -2.27 0.0603
H -7.05 -4.55 -3.63 0.1141
H -5.92 -4.97 -2.35 0.1000
H -4.65 -5.93 -5.81 0.1096
H -6.33 -5.88 -5.33 0.1063
H -4.06 -7.35 -3.89 0.0540
H -5.51 -8.01 -4.64 0.0660
H -5.64 -7.09 -3.15 0.0640
H -3.67 -3.16 -3.90 0.0978
H -3.12 -4.47 -4.89 0.1147
H -3.71 -4.82 -1.89 0.0684
H -2.15 -4.31 -2.52 0.0599
H -2.77 -5.90 -2.92 0.0557
C 2.53 5.87 9.72 -0.0961
C 1.89 5.74 8.35 -0.2814
N 2.85 5.45 7.30 -0.2030
C 2.31 5.61 5.96 -0.2468
C 1.18 4.68 5.51 -0.0770
C 3.67 4.27 7.51 -0.2443
C 2.96 2.93 7.72 -0.0766
H 3.35 6.60 9.69 0.0776
H 1.79 6.21 10.44 0.0691
H 2.93 4.92 10.08 0.0621
H 1.41 6.69 8.09 0.1155
H 1.08 5.00 8.41 0.1010
H 3.14 5.52 5.25 0.1128
H 1.96 6.64 5.88 0.1076
H 1.53 3.66 5.31 0.0452
H 0.74 5.05 4.58 0.0748
H 0.38 4.62 6.25 0.0657
H 4.32 4.46 8.38 0.0985
H 4.35 4.19 6.66 0.1149
H 2.14 3.01 8.44 0.0665
H 3.67 2.19 8.12 0.0741
H 2.57 2.52 6.79 0.0359
C -2.55 1.29 -3.94 -0.0825
C -2.93 2.09 -5.17 -0.2650
N -2.30 1.62 -6.39 -0.1967
C -2.39 2.56 -7.49 -0.2563
C -3.78 2.89 -8.06 -0.0919
C -2.52 0.23 -6.72 -0.2478
C -3.98 -0.24 -6.90 -0.0841
H -1.47 1.26 -3.82 0.0492
H -2.95 1.77 -3.05 0.0754
H -2.95 0.27 -3.97 0.0579
H -2.60 3.12 -5.02 0.1184
H -4.03 2.13 -5.26 0.0965
H -1.75 2.19 -8.30 0.1079
H -1.93 3.49 -7.15 0.1094
H -4.18 2.07 -8.65 0.0497
H -3.71 3.76 -8.72 0.0644
H -4.49 3.13 -7.27 0.0633
H -2.06 -0.38 -5.94 0.1015
H -1.96 0.01 -7.63 0.1107
H -4.61 0.13 -6.09 0.0626
H -4.02 -1.33 -6.87 0.0644
H -4.41 0.08 -7.84 0.0494

---

(2)
155
Properties=species:S:1:pos:R:3:lowdin_charge:R:1 method="wB97M-V/def2-TZVPD" homo_ev=-9.8 charge=+2 e_lumo_ha=-0.158 orbital_gap_ha=0.20414 molar_mass_g_mol=935.17 energy_ev=-89704.529 de_lowest_kj_mol=0.0 largest_force_ha_per_bohr=0.0559
N -2.32 -0.49 -0.47 -0.5427
O -1.46 -1.02 -1.18 -0.0239
O -3.28 0.15 -1.03 -0.0828
O -2.35 -0.63 0.77 -0.0491
C -0.08 -4.60 -4.78 -0.4901
O -1.28 -3.79 -4.73 -0.0878
O -0.29 -5.79 -4.18 -0.1922
C 0.36 -4.65 -6.27 -0.5311
F 1.43 -5.46 -6.45 0.1143
F -0.61 -5.00 -7.13 0.1626
F 0.83 -3.41 -6.63 0.0787
C -1.12 -2.49 -4.20 -0.2722
C -2.56 -1.99 -4.01 -0.0562
H -3.10 -1.96 -4.95 0.0833
H -2.99 -2.68 -3.29 0.0706
H -2.49 -0.98 -3.59 0.0316
H -0.57 -1.80 -4.85 0.0955
H -0.65 -2.51 -3.20 0.0863
H 0.70 -4.09 -4.20 0.1104
C 0.56 4.78 0.85 -0.0606
C -0.58 3.78 1.16 -0.6156
C -0.38 2.38 0.58 -0.0609
O -0.85 3.83 2.52 -0.2993
H 1.32 4.71 1.64 0.0572
H 0.22 5.81 0.87 0.0719
H 1.01 4.56 -0.12 0.0678
H -1.44 4.15 0.56 0.1032
H 0.50 1.91 1.06 0.0589
H -0.20 2.31 -0.49 0.0735
H -1.30 1.83 0.75 0.0466
C 9.18 -3.23 1.19 -0.0892
O 7.79 -3.01 1.23 -0.1813
C 7.27 -2.84 -0.07 -0.2198
C 5.80 -2.50 -0.02 -0.0715
N 5.69 -1.24 0.82 0.0724
H 6.19 -1.42 1.70 0.1691
H 6.14 -0.43 0.39 0.1802
C 4.31 -0.70 1.20 -0.0729
C 3.47 -0.30 -0.01 -0.2175
O 3.20 -1.45 -0.75 -0.2046
C 2.12 -1.34 -1.68 -0.0661
H 9.47 -4.17 0.72 0.1009
H 9.61 -3.26 2.19 0.0983
H 9.71 -2.41 0.70 0.0965
H 7.39 -3.75 -0.66 0.1427
H 7.83 -2.05 -0.57 0.1362
H 5.24 -3.22 0.58 0.1455
H 5.34 -2.34 -0.98 0.1117
H 4.50 0.16 1.85 0.1380
H 3.85 -1.44 1.84 0.1341
H 4.05 0.40 -0.62 0.1418
H 2.60 0.21 0.42 0.1217
H 1.21 -0.95 -1.22 0.0773
H 1.86 -2.32 -2.09 0.0737
H 2.47 -0.82 -2.57 0.0967
C -6.03 5.32 5.75 -0.0921
O -4.99 4.73 4.99 -0.1844
C -5.51 4.06 3.87 -0.2118
C -4.32 3.75 2.96 -0.0565
N -3.38 2.76 3.67 0.0623
H -2.46 3.18 3.47 0.1019
H -3.48 2.77 4.68 0.1729
C -3.27 1.41 3.03 -0.1074
C -4.49 0.52 3.24 -0.2031
O -5.69 1.04 2.74 -0.1756
C -5.81 0.89 1.32 -0.0767
H -5.60 5.93 6.55 0.0935
H -6.71 4.60 6.21 0.0955
H -6.65 5.99 5.15 0.0933
H -6.20 4.69 3.31 0.1354
H -6.03 3.12 4.11 0.1271
H -3.68 4.63 2.87 0.1335
H -4.63 3.35 2.01 0.1142
H -2.41 1.06 3.59 0.1183
H -2.97 1.52 1.99 0.1039
H -4.62 0.46 4.33 0.1315
H -4.28 -0.50 2.92 0.1320
H -5.39 -0.01 0.87 0.0895
H -5.29 1.68 0.75 0.0669
H -6.87 1.01 1.13 0.0978
C 0.08 0.82 -4.13 -0.1054
O -1.24 1.11 -3.79 -0.2145
C -2.04 1.62 -4.85 -0.1732
C -3.41 1.85 -4.25 -0.0839
N -3.37 2.40 -2.86 0.0680
H -4.34 2.44 -2.57 0.1793
H -3.01 1.66 -2.23 0.1138
C -2.60 3.67 -2.58 -0.0602
C -3.00 4.82 -3.49 -0.2306
O -2.61 4.66 -4.81 -0.2068
C -3.32 5.47 -5.75 -0.0622
H 0.18 0.23 -5.05 0.0923
H 0.45 0.27 -3.26 0.0712
H 0.78 1.65 -4.29 0.0956
H -2.00 1.05 -5.78 0.1491
H -1.64 2.64 -4.98 0.1152
H -3.87 0.86 -4.16 0.1346
H -4.07 2.45 -4.87 0.1374
H -1.55 3.41 -2.70 0.1330
H -2.84 3.91 -1.55 0.1272
H -2.60 5.75 -3.05 0.1380
H -4.05 5.17 -3.45 0.1279
H -3.24 5.02 -6.73 0.0966
H -2.83 6.45 -5.78 0.0975
H -4.37 5.60 -5.49 0.0917
C 2.69 1.75 7.79 -0.0859
O 2.84 2.50 6.60 -0.1843
C 2.05 3.67 6.47 -0.2192
C 1.53 3.83 5.08 -0.0714
N 0.68 2.63 4.63 0.0510
H -0.03 2.39 5.32 0.1767
H 0.13 3.05 3.85 0.0908
C 1.43 1.51 3.99 -0.0955
C 0.49 0.41 3.55 -0.2002
O 1.30 -0.46 2.78 -0.2014
C 0.59 -1.22 1.84 -0.1055
H 2.47 2.37 8.66 0.0947
H 3.62 1.25 8.07 0.0946
H 1.88 1.02 7.68 0.0878
H 2.61 4.59 6.65 0.1386
H 1.27 3.71 7.23 0.1320
H 2.36 3.84 4.37 0.1366
H 0.88 4.68 4.88 0.1419
H 2.17 1.13 4.69 0.1299
H 1.89 1.97 3.12 0.1337
H -0.25 0.76 2.83 0.0970
H 0.04 -0.12 4.39 0.1402
H -0.14 -1.88 2.31 0.1022
H 1.30 -1.80 1.24 0.0747
H 0.03 -0.62 1.11 0.0616
C 3.91 -3.82 -3.51 -0.0920
O 2.93 -4.71 -3.04 -0.1843
C 3.49 -5.77 -2.29 -0.2157
C 2.43 -6.84 -2.10 -0.0706
N 1.11 -6.28 -1.62 0.0708
H 0.75 -5.70 -2.41 0.1172
H 0.47 -7.08 -1.61 0.1832
C 1.11 -5.46 -0.35 -0.0699
C 0.02 -4.42 -0.41 -0.2188
O -1.24 -5.06 -0.52 -0.1540
C -2.24 -4.05 -0.66 -0.0708
H 4.41 -4.26 -4.38 0.1054
H 4.74 -3.51 -2.85 0.0737
H 3.37 -2.95 -3.86 0.0888
H 3.88 -5.42 -1.32 0.1131
H 4.28 -6.25 -2.88 0.1398
H 2.80 -7.52 -1.34 0.1373
H 2.16 -7.25 -3.07 0.1481
H 2.07 -4.95 -0.31 0.1098
H 1.12 -6.14 0.50 0.1394
H 0.12 -3.65 -1.18 0.1100
H 0.03 -3.83 0.51 0.1184
H -2.47 -3.60 0.31 0.0906
H -3.17 -4.50 -0.99 0.1021
H -1.95 -3.34 -1.43 0.0526

---

(3)
155
Properties=species:S:1:pos:R:3:lowdin_charge:R:1 method="wB97M-V/def2-TZVPD" homo_ev=-11.1 charge=+1 e_lumo_ha=-0.093 orbital_gap_ha=0.31689 molar_mass_g_mol=952.48 energy_ev=-106467.444 largest_force_ha_per_bohr=0.0354
C 0.60 -1.27 0.26 0.1001
C 1.91 -1.09 0.47 -0.0829
C 3.03 -0.83 -0.53 -0.2746
C 4.20 -1.78 -0.10 -0.0988
C 3.79 -3.13 0.51 -0.1922
C 3.86 -3.18 2.05 -0.1876
S 2.35 -3.87 2.70 0.5911
O 1.49 -2.82 3.16 -0.2770
O 1.78 -4.78 1.74 -0.2801
O 2.90 -4.71 3.92 -0.1376
C 3.63 0.59 -0.29 -0.2235
F 3.47 0.99 1.00 0.0792
N 3.11 1.64 -1.21 0.0521
C 3.38 3.03 -0.71 -0.0375
C 3.80 4.03 -1.77 -0.7602
O 4.33 5.03 -1.44 0.1088
Cl 3.55 3.66 -3.46 0.8140
C 1.67 1.39 -1.57 -0.2656
O 1.08 2.51 -2.12 -0.1111
C 0.08 3.13 -1.31 -0.1489
C -1.31 2.49 -1.42 -0.1603
C -2.37 3.38 -2.10 -0.2299
C -3.74 3.32 -1.42 -0.0789
C 1.54 0.12 -2.42 -0.1608
C 1.58 0.43 -3.93 -0.1288
C 0.24 0.90 -4.53 -0.1555
C -0.72 -0.24 -4.96 -0.1678
C -2.18 0.08 -4.58 -0.1754
C -2.63 -0.47 -3.22 -0.1938
C -3.61 -1.64 -3.29 -0.1637
C -3.08 -2.80 -4.10 -0.2487
O -3.90 -3.93 -3.92 -0.1834
C -3.57 -4.97 -4.82 -0.0969
C 2.63 -0.95 -2.01 -0.2502
N 3.84 -0.64 -2.85 0.1141
B 2.16 -2.44 -2.42 -0.4399
O 3.18 -3.38 -2.43 0.1473
C 0.74 -2.94 -2.81 -0.1277
C 0.78 -3.66 -4.20 -0.0731
H -0.02 -0.73 -0.45 0.0644
H 0.08 -1.97 0.90 0.0830
H 2.23 -1.16 1.50 0.0989
H 4.80 -1.26 0.65 0.1209
H 4.86 -1.96 -0.95 0.1201
H 4.52 -3.86 0.17 0.1277
H 2.84 -3.50 0.15 0.0862
H 4.67 -3.82 2.39 0.1146
H 3.97 -2.18 2.47 0.0906
H 2.18 -5.33 4.16 0.1116
H 4.70 0.52 -0.48 0.1704
H 3.67 1.56 -2.08 0.1388
H 2.51 3.40 -0.18 0.1424
H 4.20 3.02 0.01 0.1508
H 1.16 1.19 -0.62 0.1589
H 0.03 4.17 -1.65 0.1283
H 0.38 3.18 -0.26 0.1210
H -1.66 2.34 -0.40 0.1107
H -1.26 1.50 -1.88 0.0865
H -2.46 3.13 -3.15 0.0991
H -2.05 4.42 -2.07 0.0989
H -3.67 3.08 -0.36 0.0724
H -4.41 2.64 -1.94 0.0720
H -4.21 4.30 -1.49 0.0572
H 0.54 -0.24 -2.21 0.1046
H 1.88 -0.46 -4.49 0.1238
H 2.31 1.20 -4.12 0.0766
H -0.30 1.56 -3.85 0.0835
H 0.51 1.45 -5.43 0.1182
H -0.66 -0.34 -6.05 0.1144
H -0.36 -1.17 -4.52 0.0707
H -2.83 -0.29 -5.37 0.1082
H -2.28 1.17 -4.56 0.0940
H -3.16 0.33 -2.71 0.0977
H -1.77 -0.73 -2.59 0.0889
H -4.58 -1.32 -3.67 0.1298
H -3.75 -2.00 -2.27 0.1029
H -2.06 -3.03 -3.74 0.1088
H -3.06 -2.54 -5.17 0.1275
H -4.04 -4.76 -5.79 0.0933
H -2.49 -5.04 -4.96 0.0818
H -3.92 -5.91 -4.42 0.0649
H 4.02 -1.33 -3.56 0.1002
H 4.67 -0.51 -2.29 0.0743
H 2.94 -4.18 -1.95 0.1231
H -0.06 -2.20 -2.76 0.0554
H 0.47 -3.71 -2.08 0.1198
H -0.06 -3.38 -4.82 0.0559
H 1.72 -3.46 -4.71 0.0719
H 0.72 -4.74 -4.05 0.0801
C -5.55 7.17 -1.57 -0.1635
O -4.49 7.03 -2.49 -0.1490
H -6.17 6.27 -1.61 0.0732
H -5.16 7.28 -0.55 0.0699
H -6.17 8.03 -1.81 0.0816
H -3.96 7.83 -2.43 0.0275
C -6.50 -1.40 -0.07 -0.1458
O -5.17 -0.86 -0.15 -0.1437
H -7.20 -0.60 -0.29 0.0811
H -6.62 -2.21 -0.80 0.0752
H -6.69 -1.78 0.94 0.0566
H -4.56 -1.57 0.05 0.0594
C -1.67 8.13 -4.34 -0.1506
O -2.52 9.26 -4.13 -0.1184
H -2.31 7.27 -4.50 0.0815
H -1.03 8.27 -5.21 0.0793
H -1.03 7.94 -3.47 0.0704
H -1.96 10.03 -4.00 0.0817
C -7.24 -1.16 4.40 -0.1444
O -6.45 -0.90 3.24 -0.1368
H -7.86 -2.02 4.19 0.0816
H -6.60 -1.38 5.26 0.0600
H -7.88 -0.30 4.63 0.0774
H -5.90 -0.14 3.42 0.0725
C -5.11 -7.43 -1.52 -0.1447
O -4.83 -6.38 -2.44 -0.1385
H -5.46 -8.28 -2.09 0.0796
H -4.22 -7.71 -0.96 0.0751
H -5.90 -7.13 -0.82 0.0767
H -4.52 -5.62 -1.95 0.0692
C 4.51 0.74 4.77 -0.1256
O 5.22 0.43 3.56 -0.1416
H 5.23 0.99 5.53 0.0702
H 3.85 1.60 4.60 0.0885
H 3.92 -0.12 5.10 0.0812
H 4.56 0.21 2.89 0.0308
C -2.36 9.01 0.13 -0.1291
O -2.81 9.01 -1.23 -0.1370
H -3.24 8.95 0.77 0.0797
H -1.71 8.16 0.33 0.0770
H -1.82 9.94 0.35 0.0799
H -2.04 9.07 -1.80 0.0484
C -5.59 -3.93 7.54 -0.1550
O -5.99 -3.77 6.18 -0.1337
H -6.50 -3.99 8.14 0.0784
H -5.02 -4.86 7.68 0.0744
H -4.99 -3.09 7.89 0.0751
H -5.19 -3.72 5.65 0.0723
C 7.58 3.49 3.48 -0.1550
O 6.55 3.04 4.34 -0.1305
H 8.20 4.20 4.03 0.0790
H 8.21 2.66 3.15 0.0772
H 7.17 4.00 2.60 0.0701
H 6.01 2.42 3.84 0.0242
C 5.77 -1.73 7.39 -0.1527
O 5.02 -0.53 7.63 -0.1404
H 5.06 -2.53 7.17 0.0733
H 6.43 -1.60 6.53 0.0766
H 6.35 -2.00 8.26 0.0632
H 5.65 0.17 7.82 0.0733
C 6.42 -5.62 8.91 -0.1492
O 6.07 -4.27 9.20 -0.1360
H 7.02 -5.62 8.01 0.0769
H 7.01 -6.05 9.73 0.0772
H 5.53 -6.23 8.75 0.0749
H 5.54 -4.27 10.00 0.0797

---

Among the records above, which one has the lowest charge?
C37H90BN6O3

---

Which of these has the highest charge?
C37H93F3N6O16

---

Among the records above, which one has the lowest charge?
C37H90BN6O3